No. 1
{
  "formula": "C5H10N2O2",
  "method": "ωB97M-V/def2-TZVPD",
  "homo_ha": -0.344,
  "total_charge": 0,
  "relative_energy_ev": 3.932,
  "orbital_gap_ev": 9.86,
  "e_tot_ha": -456.40968,
  "symbols": ["C", "C", "C", "C", "C", "N", "O", "N", "O", "H", "H", "H", "H", "H", "H", "H", "H", "H", "H"],
  "xyz": [[0.9047, -0.9113, -0.3743], [-1.6297, -0.3944, -0.1266], [1.7122, 2.4790, 0.3323], [1.0858, 0.3913, -1.0046], [-0.4715, -1.3736, 0.0168], [-2.9251, -0.8687, 0.3159], [1.0366, 1.2214, 0.3248], [-0.6961, -2.4779, 0.5988], [1.6090, 0.8267, -1.9683], [0.1432, -3.0349, 0.7536], [-2.8818, -1.0817, 1.3072], [-3.1335, -1.7514, -0.1397], [1.4402, -1.6731, -0.9382], [1.2602, -0.1667, 0.6836], [-1.3788, 0.5220, 0.4139], [-1.6945, -0.1167, -1.1855], [1.1568, 3.1581, 0.9782], [1.7245, 2.8984, -0.6750], [2.7378, 2.3534, 0.6869]]
}

=====

No. 2
{
  "formula": "C5H14",
  "method": "ωB97M-V/def2-TZVPD",
  "homo_ha": -0.390,
  "total_charge": 0,
  "relative_energy_ev": 2.090,
  "smiles": "CCC.CC",
  "orbital_gap_ev": 11.74,
  "e_tot_ha": -198.81235,
  "symbols": ["C", "C", "C", "H", "H", "H", "H", "H", "H", "H", "H", "C", "C", "H", "H", "H", "H", "H", "H"],
  "xyz": [[0.1859, 1.0345, 1.2826], [0.6041, 2.4769, 1.8303], [1.2764, -0.0516, 1.0985], [-0.6758, 0.5228, 1.7355], [-0.0993, 1.5302, 0.2222], [-0.4280, 2.6618, 2.1788], [0.9331, -0.8056, 0.4150], [1.0218, 3.1035, 1.2121], [1.0699, 2.4710, 2.7931], [2.1234, 0.5199, 0.8353], [1.4521, -0.5223, 2.1431], [-0.9472, -1.6844, -1.3094], [-0.9132, -1.4633, -2.7772], [-1.1148, -0.8354, -0.6975], [-1.8390, -2.3044, -0.8294], [-0.0497, -2.1933, -0.9086], [-0.8733, -2.5019, -3.1668], [0.0876, -0.9345, -2.9361], [-1.8139, -1.0241, -3.1214]]
}

=====

No. 3
{
  "formula": "H21O11",
  "method": "ωB97M-V/def2-TZVPD",
  "homo_ha": -0.232,
  "total_charge": -1,
  "relative_energy_ev": 4.122,
  "orbital_gap_ev": 9.20,
  "e_tot_ha": -840.19287,
  "symbols": ["O", "H", "H", "O", "H", "H", "O", "H", "H", "O", "H", "H", "O", "H", "H", "O", "H", "H", "O", "H", "O", "H", "H", "O", "H", "H", "O", "H", "H", "O", "H", "H"],
  "xyz": [[3.5351, 1.9013, 1.4677], [2.5834, 1.6734, 1.6490], [3.6735, 2.8008, 1.6742], [0.4751, -0.7801, 1.3862], [1.1292, -0.2492, 0.8599], [3.0686, 0.1188, -2.3759], [1.1107, -2.9167, 2.7376], [1.1427, -1.6105, -2.5486], [1.0229, 1.1714, 3.8564], [-1.8505, 0.9315, -1.6148], [-1.8375, 1.6002, -0.8687], [-4.5418, 0.4692, -1.5242], [-2.3596, -1.7273, 2.1415], [-0.2375, 2.1114, -3.4291], [-1.5564, 0.1998, -1.3184], [0.3319, 1.3328, 3.2370], [0.5064, 0.5818, 2.6961], [4.0330, 1.2853, -2.7549], [3.7490, 0.7038, -2.1576], [1.9502, -2.8453, 2.5731], [1.0307, -0.7167, -2.0742], [0.8076, -1.8821, 2.4289], [0.2766, -0.9858, -1.5054], [-0.9705, -1.3714, -0.6921], [-1.8257, -1.1951, -0.4747], [-0.1015, -1.1611, 0.5334], [-0.8082, 1.8596, -4.1319], [-1.9576, -1.2860, 2.9887], [-1.3525, 1.5236, -3.4127], [-4.4732, 0.2418, -0.6030], [-1.7566, -1.1873, 1.6187], [-4.7975, -0.5919, -0.3620]]
}

=====

No. 4
{
  "formula": "C28H66O17S8",
  "method": "ωB97M-V/def2-TZVPD",
  "homo_ha": -0.253,
  "total_charge": 0,
  "relative_energy_ev": 49.441,
  "orbital_gap_ev": 6.31,
  "e_tot_ha": -5568.99970,
  "symbols": ["C", "C", "C", "O", "C", "O", "O", "H", "H", "H", "H", "H", "H", "C", "C", "C", "O", "C", "O", "O", "H", "H", "H", "H", "H", "H", "C", "C", "C", "O", "C", "O", "O", "H", "H", "H", "H", "H", "H", "C", "S", "O", "C", "H", "H", "H", "H", "H", "H", "C", "S", "O", "C", "H", "H", "H", "H", "H", "H", "C", "S", "O", "C", "H", "H", "H", "H", "H", "H", "C", "S", "O", "C", "H", "H", "H", "H", "H", "H", "C", "S", "O", "C", "H", "H", "H", "H", "H", "H", "C", "S", "O", "C", "H", "H", "H", "H", "H", "H", "C", "S", "O", "C", "H", "H", "H", "H", "H", "H", "C", "S", "O", "C", "H", "H", "H", "H", "H", "H"],
  "xyz": [[6.1710, -1.7114, -16.1728], [5.7412, -3.1046, -15.7513], [5.3158, -3.0948, -14.3262], [4.0732, -3.7649, -14.2418], [3.7126, -4.1002, -15.4321], [2.7330, -4.7613, -15.8726], [4.4995, -3.6182, -16.3334], [5.1910, -1.2397, -16.2453], [6.5097, -1.6966, -17.2088], [6.8910, -1.2088, -15.5270], [6.5163, -3.8640, -15.8544], [5.2970, -2.0964, -13.8891], [6.0475, -3.7237, -13.8191], [10.7077, -6.4246, -12.2030], [10.0432, -5.9230, -10.8636], [8.6517, -5.2101, -11.0741], [7.9394, -5.6998, -10.0095], [8.6786, -6.7126, -9.3230], [8.2187, -7.2697, -8.3776], [9.8037, -7.0043, -10.0776], [10.0465, -6.3894, -13.0688], [10.7059, -7.5117, -12.2819], [11.7243, -6.1183, -12.4497], [10.5950, -5.2771, -10.1806], [8.2131, -5.5933, -11.9955], [8.5814, -4.1428, -11.2837], [2.8648, -8.2149, -16.4066], [4.1382, -8.9863, -16.0662], [4.6958, -9.0397, -14.6470], [5.2097, -10.3883, -14.5373], [4.6086, -11.2268, -15.4138], [4.7004, -12.3937, -15.4829], [3.9228, -10.4461, -16.2758], [2.8441, -8.5068, -17.4565], [3.0361, -7.1419, -16.3208], [2.0552, -8.6857, -15.8490], [4.8929, -8.8466, -16.8401], [3.7612, -8.9571, -14.0923], [5.5028, -8.3620, -14.3685], [4.9998, -1.9536, -10.1947], [4.7413, -3.4057, -11.2365], [4.5146, -2.9449, -12.6585], [6.3822, -4.2439, -10.9711], [4.9520, -2.2169, -9.1380], [4.0966, -1.3444, -10.2283], [5.9079, -1.3934, -10.4172], [6.4712, -5.3148, -11.1538], [6.6629, -4.1342, -9.9236], [7.2250, -3.7686, -11.4728], [7.2009, -9.8308, -13.4974], [8.7909, -9.2830, -14.1747], [9.1388, -7.9159, -13.5003], [9.8322, -10.5937, -13.3804], [6.8898, -10.8053, -13.8739], [6.3012, -9.2302, -13.6310], [7.3224, -9.8184, -12.4143], [10.4683, -11.1256, -14.0879], [9.2373, -11.2622, -12.7581], [10.4654, -10.1085, -12.6376], [7.5983, -7.2029, -14.0746], [5.7754, -6.7101, -14.3607], [5.4978, -6.1446, -15.7477], [5.8801, -5.3766, -13.0242], [7.7876, -8.0278, -14.7615], [7.9308, -7.6344, -13.1305], [8.3655, -6.4381, -14.1954], [6.6082, -4.6733, -13.4284], [6.2441, -5.6189, -12.0257], [4.8223, -5.1180, -12.9776], [6.3775, -8.8100, -11.6225], [5.1624, -8.7489, -10.1800], [5.9479, -9.1171, -8.8941], [4.7871, -6.9466, -10.1121], [6.6428, -9.8380, -11.8692], [7.3094, -8.3255, -11.3310], [6.0257, -8.3299, -12.5356], [4.2183, -6.8242, -9.1904], [4.3474, -6.4146, -10.9558], [5.6896, -6.3721, -9.9035], [4.2806, -6.9454, -17.5402], [5.4715, -6.3380, -18.7723], [4.8107, -6.6319, -20.0995], [5.4887, -4.6001, -18.4524], [4.0483, -7.9715, -17.8250], [3.4177, -6.3510, -17.2401], [4.7566, -6.9235, -16.5599], [6.0576, -3.9456, -19.1128], [5.7608, -4.3626, -17.4240], [4.4374, -4.3349, -18.3401], [8.7330, -9.4027, -16.9665], [7.1657, -9.7703, -15.9677], [6.3772, -8.4303, -15.9354], [6.3916, -10.9537, -17.0339], [9.3268, -8.6297, -16.4787], [8.5191, -9.0497, -17.9753], [9.4315, -10.2380, -16.9159], [7.0505, -11.7368, -17.4090], [6.1813, -10.3569, -17.9215], [5.5405, -11.4627, -16.5815], [6.3951, -1.1078, -12.6730], [7.6963, -2.4380, -12.9030], [7.1741, -3.3710, -14.0684], [8.8595, -1.2822, -13.7811], [6.2247, -0.7548, -13.6901], [6.9080, -0.4076, -12.0136], [5.4796, -1.4331, -12.1791], [8.2998, -0.6960, -14.5100], [9.6581, -1.8269, -14.2847], [9.2704, -0.6667, -12.9809], [8.2994, -4.4371, -15.3771], [7.3620, -5.0706, -16.8350], [7.8782, -4.3532, -18.0822], [7.7865, -6.9178, -16.9036], [7.6792, -4.6922, -14.5178], [8.3932, -3.3524, -15.3253], [9.2897, -4.8797, -15.2695], [8.8041, -7.3076, -16.9297], [7.6395, -7.0169, -17.9791], [7.1192, -7.6446, -16.4406]]
}

=====

No. 5
{
  "formula": "C4H6ClN",
  "method": "ωB97M-V/def2-TZVPD",
  "homo_ha": -0.409,
  "total_charge": 0,
  "relative_energy_ev": 0.349,
  "smiles": "CC(C)(Cl)C#N",
  "orbital_gap_ev": 11.88,
  "e_tot_ha": -670.93576,
  "symbols": ["C", "C", "C", "C", "H", "H", "H", "H", "H", "H", "N", "Cl"],
  "xyz": [[0.1728, 0.6330, -1.2491], [0.0034, -0.4443, -0.0802], [0.2892, 0.2836, 1.2576], [-1.2295, -1.1581, -0.1347], [-0.5376, 1.3330, -0.8222], [1.2480, 0.9516, -1.2164], [-0.0592, 0.2038, -2.2115], [1.2645, 0.7927, 1.2420], [-0.4202, 1.1673, 1.2413], [0.1864, -0.2935, 2.1818], [-2.2222, -1.6811, -0.0522], [1.3045, -1.7879, -0.1563]]
}

=====

No. 6
{
  "formula": "ClHNO",
  "method": "ωB97M-V/def2-TZVPD",
  "homo_ha": [-0.083, -0.085],
  "total_charge": -1,
  "relative_energy_ev": 3.922,
  "orbital_gap_ev": [6.68, 6.73],
  "e_tot_ha": -590.62712,
  "symbols": ["N", "O", "Cl", "H"],
  "xyz": [[-0.7694, -0.5920, 0.3672], [1.0916, 0.2352, -0.2221], [-1.6657, -0.0296, -0.7438], [1.3434, 0.3864, 0.5986]]
}

=====

No. 7
{
  "formula": "C12H17Cl5O3Ru",
  "method": "ωB97M-V/def2-TZVPD",
  "homo_ha": [-0.031, -0.046],
  "total_charge": -2,
  "orbital_gap_ev": [4.63, 4.88],
  "e_tot_ha": -3089.05185,
  "spin_multiplicity": 5,
  "symbols": ["C", "C", "C", "C", "C", "C", "C", "C", "C", "C", "Ru", "Cl", "Cl", "Cl", "H", "H", "H", "H", "H", "H", "H", "H", "H", "H", "H", "H", "H", "H", "H", "O", "H", "Cl", "C", "Cl", "C", "O", "O", "H"],
  "xyz": [[2.2770, -0.3953, -0.7378], [2.0506, 0.8007, -1.4428], [0.7028, 0.8698, -1.8351], [3.1226, 1.7264, -1.8859], [0.0377, -0.3402, -1.3802], [1.0396, -1.1377, -0.6865], [0.8587, -2.5074, -0.1518], [3.5860, -0.7967, -0.1753], [0.1590, 1.8964, -2.7442], [-1.3169, -0.8033, -1.7326], [-0.0574, 0.1332, 0.7367], [3.0083, 4.0800, 0.9411], [1.5966, -0.3874, 2.3395], [-1.4090, 2.0356, 0.6178], [3.8400, 1.9415, -1.0879], [2.6989, 2.6844, -2.1964], [3.6535, 1.2883, -2.7437], [0.3062, 2.9105, -2.3306], [-0.9072, 1.7321, -2.9395], [0.7232, 1.8453, -3.6881], [-1.9174, 0.0297, -2.1065], [-1.8261, -1.1790, -0.8362], [-1.3196, -1.6014, -2.4860], [-0.1690, -2.6451, 0.2031], [1.5150, -2.6728, 0.7119], [1.0740, -3.2902, -0.8887], [4.0820, 0.0558, 0.3172], [4.2566, -1.1250, -0.9829], [3.5071, -1.6024, 0.5610], [-1.3731, -0.8321, 1.6426], [-1.0264, -0.8001, 2.5630], [-6.7021, -0.1460, 4.1710], [-5.2032, -0.7028, 4.6788], [-4.8729, -2.3359, 4.8534], [-3.8396, 0.4160, 1.9613], [-3.4217, 0.6650, 3.0265], [-4.3360, 0.1849, 0.9197], [-4.3976, 0.0053, 4.8141]]
}

=====

> What is the formula in the first record?

C5H10N2O2